Here is 8 unconnected molecules or ions with the total composition C42H104N8O2 from the OMol25 dataset. Energies are from ωB97M-V/def2-TZVPD.

Computed properties:
E = -2251.06406 hartree
ΔE to the lowest compared entry with this formula, charge and spin = 175.5 kJ/mol
LUMO energy = 0.69 eV
SMILES = CCN(CC)CC.CCN(CC)CC.CCN(CC)CC.CCN(CC)CC.CCN(CC)CC.CCN(CC)CC.CN(C)C=O.CN(C)C=O
HOMO = -0.2833 Eh
Total charge = 0
Kohn-Sham gap = 8.40 eV

Structure (XYZ):
```
156
Properties=species:S:1:pos:R:3:forces:R:3:lowdin_charge:R:1
C 3.286 -1.451 2.853 0.068 -0.438 -0.750 -0.08
C 4.122 -2.398 3.723 -1.088 0.302 -0.091 -0.26
N 5.471 -1.889 3.964 0.326 -0.971 0.713 -0.17
C 5.718 -1.673 5.401 -0.965 -0.150 0.020 -0.26
C 4.757 -0.652 6.005 0.273 0.320 -0.065 -0.09
C 6.471 -2.825 3.425 0.258 0.790 -0.778 -0.25
C 6.733 -2.537 1.937 -0.016 -0.271 0.142 -0.09
H 3.888 -1.084 2.017 0.187 0.132 0.192 0.06
H 2.870 -0.596 3.384 0.049 -0.023 0.115 0.07
H 2.484 -2.005 2.349 -0.208 0.071 0.381 0.04
H 3.566 -2.584 4.651 0.250 0.258 0.151 0.11
H 4.089 -3.397 3.273 0.571 0.109 -0.326 0.10
H 5.577 -2.614 5.956 0.258 -0.095 0.027 0.12
H 6.745 -1.341 5.533 0.034 0.032 -0.048 0.11
H 5.060 -0.424 7.029 0.063 0.080 -0.033 0.07
H 4.778 0.265 5.412 0.025 0.057 0.109 0.08
H 3.718 -0.973 6.066 0.053 -0.210 -0.154 0.06
H 6.149 -3.873 3.458 -0.104 -0.034 0.445 0.09
H 7.394 -2.759 4.006 -0.052 0.188 -0.008 0.11
H 7.715 -2.919 1.650 -0.148 -0.233 -0.156 0.07
H 6.713 -1.485 1.655 -0.035 0.121 0.421 0.07
H 5.943 -3.042 1.379 0.188 0.056 -0.312 0.04
C -5.651 0.752 -0.730 0.537 -0.597 -1.085 -0.09
C -6.438 1.535 0.272 -1.078 0.821 0.229 -0.25
N -7.472 2.379 -0.325 -0.937 -0.700 -0.566 -0.21
C -7.108 3.313 -1.387 -0.193 -0.485 0.876 -0.25
C -8.330 3.886 -2.093 0.318 0.253 -0.391 -0.09
C -8.468 2.883 0.605 0.737 0.171 0.698 -0.25
C -8.004 4.136 1.378 -0.163 0.240 -0.974 -0.08
H -5.040 1.384 -1.377 0.366 -0.011 0.364 0.06
H -6.221 0.167 -1.462 -0.736 0.328 0.321 0.09
H -5.043 -0.028 -0.279 0.382 0.511 0.256 0.03
H -6.986 0.859 0.936 0.161 -0.074 0.012 0.11
H -5.816 2.170 0.927 0.505 -0.354 -0.076 0.10
H -6.487 4.107 -0.949 0.097 0.258 -0.424 0.10
H -6.523 2.762 -2.122 0.156 0.095 0.033 0.11
H -7.984 4.326 -3.032 -0.119 0.072 0.003 0.07
H -9.055 3.113 -2.348 0.050 -0.098 0.095 0.08
H -8.837 4.679 -1.543 0.017 -0.077 0.135 0.06
H -8.659 2.130 1.374 -0.076 -0.293 -0.309 0.11
H -9.401 3.056 0.072 -0.074 0.142 0.074 0.10
H -6.993 3.996 1.759 -0.113 -0.086 0.337 0.06
H -8.710 4.415 2.159 0.133 -0.061 0.158 0.07
H -7.936 4.976 0.679 -0.056 0.087 0.140 0.06
C -1.765 5.512 -3.500 -0.422 0.537 -0.965 -0.09
C -1.753 6.124 -2.108 -0.467 -0.432 -0.254 -0.25
N -1.365 5.180 -1.078 0.499 0.669 0.547 -0.19
C 0.051 4.869 -1.067 0.220 -0.626 0.759 -0.27
C 0.569 4.624 0.357 0.054 0.076 -0.496 -0.07
C -2.178 3.994 -0.885 -0.684 0.172 0.280 -0.25
C -3.639 4.319 -0.565 -0.031 0.008 -0.642 -0.07
H -2.537 4.746 -3.593 0.127 -0.154 0.129 0.07
H -0.820 5.106 -3.864 0.136 -0.088 0.411 0.05
H -2.038 6.268 -4.248 -0.010 0.048 0.127 0.07
H -1.143 7.028 -2.068 0.396 -0.251 0.104 0.11
H -2.756 6.508 -1.897 -0.033 -0.174 0.056 0.10
H 0.252 3.932 -1.612 0.132 0.248 -0.455 0.09
H 0.666 5.670 -1.479 -0.345 0.106 -0.336 0.12
H 0.243 5.442 0.998 0.051 -0.114 0.167 0.08
H 0.213 3.664 0.727 -0.025 0.109 0.233 0.03
H 1.661 4.582 0.327 -0.005 -0.006 0.155 0.07
H -1.770 3.426 -0.050 0.131 -0.019 -0.028 0.09
H -2.169 3.310 -1.748 0.131 0.002 -0.130 0.11
H -3.805 4.851 0.370 0.276 0.041 0.051 0.08
H -4.245 3.413 -0.559 0.154 -0.105 0.107 0.04
H -4.039 4.931 -1.378 -0.162 0.031 0.122 0.06
C -0.188 2.151 -4.741 0.597 0.737 -0.358 -0.07
C 1.213 2.779 -4.727 0.142 -0.603 -0.459 -0.25
N 2.215 1.791 -4.269 -0.031 0.877 -0.524 -0.19
C 2.396 0.792 -5.316 0.336 -1.166 0.410 -0.26
C 2.957 -0.512 -4.747 0.187 -0.379 0.406 -0.09
C 3.500 2.441 -3.959 -0.596 -0.196 0.157 -0.25
C 3.481 3.129 -2.585 0.676 -0.830 -0.749 -0.07
H -0.325 1.584 -5.660 -0.134 -0.181 0.118 0.06
H -0.909 2.968 -4.767 -0.271 -0.259 0.266 0.05
H -0.287 1.500 -3.875 -0.354 0.080 0.047 0.07
H 1.482 3.086 -5.751 -0.068 0.129 -0.034 0.12
H 1.239 3.703 -4.149 0.063 -0.259 0.410 0.09
H 3.050 1.094 -6.149 -0.054 0.453 0.071 0.12
H 1.443 0.515 -5.763 -0.129 0.302 0.078 0.10
H 4.001 -0.484 -4.424 0.078 0.263 -0.352 0.05
H 2.855 -1.325 -5.469 0.080 0.046 -0.016 0.07
H 2.438 -0.814 -3.833 -0.364 0.103 -0.171 0.05
H 4.246 1.647 -4.012 0.179 0.117 0.371 0.10
H 3.790 3.154 -4.745 -0.137 0.111 -0.054 0.12
H 3.309 2.380 -1.812 -0.161 0.068 0.068 0.06
H 4.493 3.512 -2.443 -0.187 0.410 0.270 0.07
H 2.726 3.908 -2.532 0.096 0.132 0.090 0.05
C 2.365 -5.036 0.254 -0.577 -1.054 -0.075 -0.09
C 3.720 -5.593 -0.185 -0.127 0.683 0.555 -0.24
N 4.718 -4.520 -0.297 0.162 -0.203 -0.568 -0.18
C 4.399 -3.671 -1.435 -0.533 0.617 -0.192 -0.26
C 5.230 -2.400 -1.543 0.655 0.462 -0.179 -0.08
C 6.045 -5.080 -0.439 1.347 -0.330 0.508 -0.28
C 6.520 -5.799 0.812 0.038 -1.018 0.716 -0.10
H 2.523 -4.383 1.111 -0.118 0.422 -0.270 0.07
H 1.742 -5.855 0.634 0.238 -0.135 0.066 0.07
H 1.720 -4.640 -0.532 0.389 0.603 0.014 0.05
H 3.993 -6.245 0.643 0.424 -0.146 -0.236 0.11
H 3.706 -6.169 -1.119 -0.301 -0.157 0.015 0.12
H 4.433 -4.231 -2.386 0.238 -0.074 -0.009 0.12
H 3.354 -3.358 -1.354 0.030 -0.069 0.174 0.09
H 5.256 -1.785 -0.641 -0.261 -0.314 0.213 0.06
H 6.278 -2.575 -1.797 -0.049 -0.221 0.021 0.07
H 4.872 -1.730 -2.329 -0.269 -0.263 -0.078 0.06
H 6.823 -4.338 -0.641 -0.586 0.592 0.154 0.10
H 6.231 -5.769 -1.285 -0.807 -0.083 -0.134 0.12
H 6.214 -5.371 1.769 0.009 0.589 -0.264 0.06
H 7.609 -5.877 0.823 -0.013 0.071 -0.038 0.08
H 6.154 -6.827 0.913 0.001 0.007 -0.410 0.07
C -4.400 -2.134 0.820 -0.454 0.093 0.423 -0.09
C -3.746 -3.206 1.664 0.448 -0.022 0.171 -0.26
N -2.480 -3.627 1.050 0.278 -0.550 -0.486 -0.19
C -2.777 -4.723 0.126 0.991 -0.657 -0.412 -0.26
C -1.626 -5.085 -0.850 -0.921 0.421 0.664 -0.07
C -1.487 -4.067 2.045 -1.046 0.767 0.808 -0.25
C -0.850 -2.841 2.716 0.760 -1.152 -0.425 -0.07
H -5.167 -1.628 1.414 -0.066 -0.014 -0.081 0.08
H -4.894 -2.487 -0.086 0.229 -0.075 -0.079 0.08
H -3.636 -1.394 0.587 -0.108 0.034 -0.187 0.04
H -3.576 -2.767 2.650 0.311 -0.061 -0.047 0.11
H -4.352 -4.103 1.855 -0.307 0.145 -0.113 0.12
H -2.949 -5.643 0.709 -0.418 0.026 0.017 0.11
H -3.656 -4.518 -0.484 -0.165 0.199 0.279 0.11
H -1.496 -4.294 -1.586 0.257 0.003 0.010 0.07
H -0.730 -5.257 -0.263 0.288 -0.027 -0.353 0.03
H -1.914 -6.005 -1.358 0.177 -0.019 -0.092 0.07
H -0.742 -4.728 1.615 0.149 0.214 -0.243 0.09
H -2.005 -4.670 2.810 0.072 -0.101 0.043 0.12
H -0.350 -2.280 1.925 -0.207 0.441 0.147 0.06
H -0.055 -3.185 3.385 -0.110 0.104 0.147 0.07
H -1.559 -2.258 3.294 -0.034 0.227 -0.154 0.06
C 0.920 -1.249 -0.878 -0.535 -0.881 -0.812 -0.06
N -0.073 -0.192 -0.932 1.340 0.262 0.731 -0.16
C 0.540 1.125 -1.026 -0.557 0.289 -0.506 -0.04
C -1.351 -0.394 -0.560 -0.207 0.656 0.204 -0.33
O -2.117 0.509 -0.251 -0.050 -0.329 -0.148 -0.01
H 1.529 -1.185 -1.781 -0.065 -0.251 -0.134 0.07
H 0.367 -2.192 -0.844 0.247 -0.135 -0.201 0.08
H 1.643 -1.290 -0.057 -0.400 0.682 0.422 0.08
H 1.046 1.177 -1.994 0.424 -0.020 0.177 0.07
H -0.197 1.924 -1.064 -0.287 -0.252 0.287 0.06
H 1.227 1.321 -0.201 0.084 -0.084 -0.004 0.10
H -1.656 -1.451 -0.588 0.058 -0.072 0.161 0.12
C -2.931 1.420 3.090 -0.811 -0.175 -0.444 -0.07
N -1.659 1.556 3.741 0.594 -0.217 -0.288 -0.18
C -0.554 1.607 2.800 -0.087 0.133 -0.180 -0.03
C -1.469 1.714 5.064 -0.516 -0.196 0.309 -0.36
O -0.407 1.809 5.641 0.219 0.093 -0.169 0.01
H -3.738 1.041 3.719 0.262 0.110 0.364 0.09
H -2.836 0.710 2.264 0.071 -0.015 0.038 0.07
H -3.282 2.350 2.628 0.140 0.107 0.113 0.09
H -0.804 2.393 2.082 0.320 0.052 -0.050 0.07
H 0.392 1.804 3.296 -0.115 0.125 0.145 0.09
H -0.472 0.682 2.224 -0.086 -0.106 0.138 0.08
H -2.426 1.728 5.619 -0.027 -0.011 -0.062 0.13
```
Forces are in eV/Å.